The following is a DFT calculation (ωB97M-V/def2-TZVPD) of one molecule with the formula C9H17NO2 in a non-equilibrium geometry.

Calculated values
E_HOMO = -0.3823 Ha
Electronic energy = -15192.1124 eV
LUMO level = 0.603 eV
Gap between HOMO and LUMO = 11.0047 eV
ΔE to the lowest compared entry with this formula, charge and spin = 200.7 kJ/mol
2S+1 = 1
Charge = 0
Structure (SMILES) = CC(C)(C)C(O)(O)C(C)(C)C#N

Each line ends with the Löwdin charge.
Atoms and positions in Å:
C  1.169608  -0.953267  -1.520113  -0.058
C  0.559027  0.375716  -1.116497  -0.484
C  0.100378  1.166073  -2.352712  -0.028
C  1.682664  1.149576  -0.383044  -0.031
C  -0.720750  0.189332  -0.223091  -0.536
O  -1.553759  -0.621814  -1.006215  0.005
O  -1.335106  1.346875  0.023676  0.080
C  -0.492642  -0.580453  1.212053  -0.387
C  0.029477  0.442379  2.359899  0.005
C  -1.748001  -1.237647  1.778073  -0.071
C  0.448773  -1.681374  1.067414  -0.223
N  1.289696  -2.461511  1.081596  0.194
H  0.397678  -1.786775  -1.712299  0.130
H  1.801236  -0.753688  -2.348958  0.073
H  1.844325  -1.278182  -0.749245  0.036
H  -0.753052  0.629223  -2.696715  0.083
H  0.897540  1.147768  -3.180824  0.126
H  -0.018955  2.172277  -2.244779  0.045
H  1.173009  2.036052  0.205153  0.123
H  2.407959  1.621616  -0.979878  0.065
H  2.222168  0.471862  0.268587  0.078
H  -2.229255  -1.091472  -0.458876  0.096
H  -0.946523  2.019017  -0.522352  0.090
H  -0.911583  1.118458  2.587430  0.127
H  0.887970  1.026167  1.960453  0.062
H  0.283042  -0.160285  3.190816  0.060
H  -1.708007  -1.788972  2.814590  0.135
H  -2.523139  -0.486156  1.919731  0.079
H  -2.253779  -2.030793  1.026126  0.128

Atomic forces in eV per Å
-1.280 -1.244 0.008
0.800 0.668 0.459
2.311 -2.991 -1.503
-2.564 1.276 1.888
1.024 -2.895 0.526
-1.067 -1.134 0.170
-1.048 1.699 1.299
0.360 1.081 0.586
-2.143 0.853 -2.386
-2.582 -2.091 -0.161
0.821 0.370 0.480
-0.170 -0.465 0.188
1.334 1.412 0.004
0.341 -0.131 -1.201
0.048 -0.323 0.072
-0.841 0.200 -0.731
-0.959 -0.391 1.231
-0.901 2.856 0.753
1.224 -1.631 -0.802
0.748 0.385 -1.356
-0.047 0.159 0.509
0.858 0.845 -0.634
0.046 0.676 -0.384
2.177 -1.185 -0.350
-0.789 -0.388 0.706
0.367 -0.346 1.009
0.645 1.051 -2.105
-0.050 0.215 -0.023
1.335 1.469 1.747

The following is a DFT calculation (ωB97M-V/def2-TZVPD) of C9H17NOPTc as an isolated structure in a non-equilibrium geometry.

Calculated values
E_HOMO (spin up / spin down) = -0.4003 / -0.4137 Ha
Electronic energy = -24622.8997 eV
LUMO level (spin up / spin down) = -4.182 / -3.984 eV
Gap between HOMO and LUMO (spin up / spin down) = 6.7100 / 7.2728 eV
2S+1 = 4
<S²> = 4.08
Charge = +1

Each line ends with the Löwdin spin population.
Atoms and positions in Å:
C  -0.022732  -0.793578  -3.108811  -0.105
C  0.518119  0.001365  -4.105562  0.101
C  1.160310  1.223644  -3.884565  -0.096
C  1.241408  1.841911  -2.626591  0.095
C  0.799855  1.275645  -1.435023  -0.069
Tc  0.809276  -0.706755  -1.309765  2.798
P  -0.417232  -2.673171  -1.062572  0.091
H  -0.719883  -1.570220  -3.480100  -0.004
H  0.410513  -0.341835  -5.139081  0.007
H  1.544655  1.765210  -4.753132  -0.006
H  0.780565  2.004056  -0.600080  0.003
H  1.672092  2.847328  -2.592799  0.009
H  0.272158  -3.674024  -0.317970  0.029
H  -0.735529  -3.496033  -2.178089  0.011
H  -1.678669  -2.722520  -0.407649  -0.006
C  -0.809004  0.849839  3.737182  0.002
N  -0.081707  0.083204  2.734858  0.013
C  0.984301  -0.803369  3.178658  0.002
C  -0.340810  0.204281  1.434657  0.016
C  -1.433517  1.099459  0.946885  0.002
O  0.413946  -0.481753  0.626356  0.107
H  -0.403773  0.576754  4.715384  0.000
H  -1.884784  0.620063  3.708721  0.000
H  -0.685097  1.932873  3.580377  0.000
H  0.772101  -1.842335  2.889593  0.001
H  1.953159  -0.485550  2.768638  0.000
H  1.013698  -0.727999  4.267207  0.000
H  -1.007111  1.853792  0.273400  -0.001
H  -2.175448  0.528866  0.368121  0.001
H  -1.950859  1.610851  1.771752  0.000

Atomic forces in eV per Å
0.509 -0.838 -0.251
0.077 0.365 -0.761
0.071 -0.508 -0.355
0.028 0.373 0.766
1.039 1.204 -0.631
-0.449 1.703 -2.118
-0.873 -2.907 0.199
0.301 0.538 0.238
-0.107 0.324 0.182
-0.147 -0.161 0.293
-0.027 -0.578 -0.313
-0.275 -0.155 -0.121
-0.402 0.135 0.013
0.043 0.336 0.314
0.402 0.119 -0.055
-0.434 0.367 0.341
-0.373 0.247 -1.011
0.310 -0.180 0.190
1.541 -1.142 -0.178
-0.311 0.286 0.054
-1.434 1.175 3.400
-0.265 0.206 -0.227
0.388 0.001 0.143
0.054 -0.394 0.143
0.143 0.341 0.038
-0.310 -0.184 0.070
0.168 -0.198 -0.247
-0.203 -0.277 0.212
0.323 0.062 0.137
0.215 -0.260 -0.464

The following is a DFT calculation (ωB97M-V/def2-TZVPD) of one molecule with the formula C9H17NOSi in a non-equilibrium geometry.

Calculated values
E_HOMO = -0.3600 Ha
Electronic energy = -21023.1772 eV
LUMO level = 0.701 eV
Gap between HOMO and LUMO = 10.4983 eV
ΔE to the lowest compared entry with this formula, charge and spin = 137.5 kJ/mol
2S+1 = 1
Charge = 0
Structure (SMILES) = C[C@H]1CC[C@@]1(C#N)O[Si](C)(C)C

Each line ends with the Löwdin charge.
Atoms and positions in Å:
C  1.629479  2.061864  1.230898  -0.042
C  0.331580  2.344495  0.523945  -0.265
C  0.409377  2.946259  -0.944189  -0.105
C  -0.520772  1.846469  -1.505616  -0.064
C  -0.459766  1.218380  -0.117297  -0.384
C  -1.746489  0.859692  0.437323  -0.170
N  -2.810942  0.643586  0.815667  0.201
O  0.390466  -0.122021  -0.160367  -0.198
Si  -0.136855  -1.666047  -0.030003  0.417
C  -0.865913  -2.140769  -1.746493  -0.170
C  -1.163423  -2.248478  1.539237  -0.166
C  1.423131  -2.687604  0.304130  -0.189
H  2.386330  2.808431  1.090778  0.073
H  2.010037  1.085740  0.828679  0.094
H  1.455086  1.874124  2.280709  0.077
H  -0.399777  2.915824  1.127660  0.152
H  1.410594  3.198358  -1.263229  0.101
H  0.031727  4.004596  -0.926881  0.119
H  -1.528588  2.163321  -1.828528  0.128
H  -0.174016  1.004391  -2.196914  0.144
H  -1.596531  -1.327399  -1.960412  0.016
H  -0.166086  -2.050750  -2.609964  0.038
H  -1.455641  -3.093054  -1.594097  0.042
H  -1.614706  -3.269624  1.441705  0.042
H  -0.435865  -2.399397  2.428756  0.052
H  -1.691874  -1.375867  1.884967  -0.029
H  1.854423  -2.304549  1.196348  0.004
H  1.235663  -3.779859  0.249773  0.042
H  2.199351  -2.510112  -0.496584  0.042

Atomic forces in eV per Å
-0.195 -2.129 -0.344
-0.497 1.226 -1.183
-0.035 2.389 1.140
0.472 -1.258 -0.579
0.938 -4.094 0.183
-0.695 0.151 0.377
0.186 0.015 -0.040
-1.432 3.424 0.454
0.325 -2.856 0.009
-0.934 0.694 0.916
2.240 0.019 0.537
0.396 0.223 -2.690
0.174 0.567 -0.046
-0.063 0.956 0.268
0.083 0.171 0.404
0.587 -0.058 -0.147
0.496 -1.089 -0.589
-0.502 -1.062 -0.264
0.556 -0.023 0.265
-0.035 1.716 0.488
-0.001 -0.565 0.127
-0.292 -0.750 0.830
0.840 0.850 -0.802
-0.341 1.358 -0.122
-0.565 0.210 -1.617
-1.385 -0.415 0.091
0.372 -0.242 1.111
0.001 0.640 0.602
-0.691 -0.066 0.621

The following is a DFT calculation (ωB97M-V/def2-TZVPD) of a 2-piece molecular cluster, C9H18BN2O2S overall in a non-equilibrium geometry.

Calculated values
E_HOMO = -0.4611 Ha
Electronic energy = -28205.9189 eV
LUMO level = -3.142 eV
Gap between HOMO and LUMO = 9.4056 eV
ΔE to the lowest compared entry with this formula, charge and spin = 0.0 kJ/mol
2S+1 = 1
Charge = +1

Each line ends with the Löwdin charge.
Atoms and positions in Å:
B  3.601092  -1.939674  -0.077816  -0.319
C  2.403526  1.018029  0.229934  -0.445
C  1.918233  2.185620  -0.545176  -0.371
C  -0.638060  0.273970  1.713118  -0.148
C  -0.354700  -0.576352  -0.547097  -0.156
C  -2.038574  0.539223  1.406426  -0.106
C  -1.736251  -0.145053  -0.932408  -0.143
C  0.225315  0.402172  0.498264  -0.657
C  2.711522  -1.899132  -1.384741  0.016
C  -4.027342  0.069314  -0.001800  0.005
N  1.583731  0.190282  0.739497  0.120
N  -2.615318  -0.323636  0.301995  -0.115
O  3.757118  0.963907  0.481199  0.080
O  4.275986  -2.016820  0.898476  0.154
S  0.187372  2.164727  -0.252926  0.995
H  2.383390  3.105983  -0.122243  0.121
H  2.136343  2.038101  -1.564982  0.081
H  -0.196672  0.846489  2.448494  0.118
H  -0.521880  -0.800336  2.014568  0.158
H  -0.420709  -1.625192  -0.099645  0.160
H  0.205213  -0.477472  -1.512115  0.137
H  -2.660049  0.472828  2.216574  0.120
H  -2.028602  1.517100  0.905446  0.119
H  -1.642229  0.959348  -1.185836  0.106
H  -2.017287  -0.742005  -1.734811  0.117
H  2.025073  -2.695027  -1.565354  0.061
H  3.362854  -1.813428  -2.255676  0.079
H  2.167603  -0.978964  -1.321630  0.004
H  -4.019361  1.122316  -0.324566  0.123
H  -4.502111  -0.554860  -0.803663  0.131
H  -4.728243  -0.078884  0.732015  0.072
H  -2.740722  -1.392996  0.524862  0.242
H  3.943741  0.190438  1.121623  0.143

Atomic forces in eV per Å
-1.700 -0.749 -2.323
1.612 -0.645 1.959
0.783 0.742 1.399
1.120 -3.255 -0.792
0.603 -0.262 -0.264
0.235 0.972 -2.608
0.891 1.470 1.829
-0.135 0.581 -2.030
1.634 0.652 0.564
0.440 0.694 -3.082
1.394 -0.520 0.426
-1.364 -2.179 -0.579
-1.642 -1.223 0.442
0.852 0.293 1.330
-1.459 0.039 0.357
-0.265 -0.605 -0.611
0.481 0.188 -1.333
0.267 1.458 1.918
0.026 0.749 0.146
0.645 1.099 -0.904
-0.129 -0.655 0.993
-1.676 0.090 1.976
-0.738 0.172 0.606
-0.843 -1.346 0.151
-1.360 -0.853 -1.310
-0.326 -0.743 0.270
0.094 -0.110 0.015
-0.304 0.366 -0.122
-0.095 -0.450 0.148
1.191 0.471 0.177
-0.958 -0.125 2.691
1.116 2.415 -0.148
-0.388 1.271 -1.294

The following is a DFT calculation (ωB97M-V/def2-TZVPD) of a 2-piece molecular cluster, C9H18BrNO overall in a non-equilibrium geometry.

Calculated values
E_HOMO = -0.2882 Ha
Electronic energy = -83200.1748 eV
LUMO level = -3.566 eV
Gap between HOMO and LUMO = 4.2762 eV
ΔE to the lowest compared entry with this formula, charge and spin = 145.2 kJ/mol
2S+1 = 1
Charge = 0

Each line ends with the Löwdin charge.
Atoms and positions in Å:
C  -5.053757  6.471245  4.860656  -0.034
C  -6.468451  6.179502  5.500183  -0.403
C  -7.264075  7.513744  5.504812  -0.169
C  -8.740382  7.426006  5.633812  -0.155
C  -9.292564  6.299847  4.678896  -0.118
C  -8.660064  4.915266  4.628968  -0.515
N  -7.211549  5.142270  4.626265  0.112
O  -6.445881  4.001233  4.268964  0.071
C  -9.155526  4.195061  3.389707  -0.031
C  -9.079458  4.188716  5.904959  -0.006
C  -6.202267  5.736724  6.964737  -0.001
H  -5.100543  6.856117  3.841939  0.059
H  -4.370311  5.622502  4.885733  0.080
H  -4.431201  7.174245  5.414120  0.092
H  -7.019097  7.887705  4.510707  0.114
H  -6.803733  8.245568  6.168615  0.130
H  -9.145895  8.407955  5.390023  0.120
H  -8.988549  7.294623  6.687027  0.108
H  -9.267315  6.731418  3.678290  0.117
H  -10.365790  6.194803  4.837844  0.124
H  -10.229653  4.229451  3.207567  0.100
H  -8.914880  3.140048  3.258774  0.095
H  -8.770605  4.786089  2.558684  0.018
H  -10.164497  4.158647  5.805533  0.096
H  -8.981058  4.767359  6.823434  0.077
H  -8.775554  3.146439  6.001947  0.103
H  -5.859411  6.622231  7.499939  0.093
H  -5.277098  5.170346  6.858103  0.084
H  -7.050331  5.278248  7.473352  0.075
Br  -6.772557  6.288106  1.043727  -0.436

Atomic forces in eV per Å
-0.013 -0.498 -0.048
0.762 1.472 -0.232
1.304 -0.192 -1.864
-0.405 -1.157 0.211
-0.866 2.101 -0.157
-0.661 0.831 0.547
5.435 -6.646 -0.781
-4.190 6.607 1.994
0.227 0.094 -1.175
-1.041 -0.280 0.461
0.567 -0.277 -0.999
-0.363 -0.232 -0.074
-0.550 -0.535 -0.297
-0.788 0.514 0.518
-0.321 0.381 -0.261
0.049 -0.365 0.315
-0.301 -0.212 -0.326
-0.308 -0.448 0.089
0.391 -0.058 -0.227
-0.004 -0.276 0.270
-0.210 0.364 0.862
0.562 0.189 0.357
0.415 -0.311 -0.368
-0.145 -0.203 -0.143
0.613 -0.116 -0.065
0.509 0.246 -0.035
-0.432 0.166 -0.047
-0.472 -0.926 0.690
0.434 -0.169 -0.039
-0.199 -0.065 0.822

The following is a DFT calculation (ωB97M-V/def2-TZVPD) of a 2-piece molecular cluster, C9H18BrNO4P overall in a non-equilibrium geometry.

Calculated values
E_HOMO = -0.1200 Ha
Electronic energy = -98631.8195 eV
LUMO level = 2.835 eV
Gap between HOMO and LUMO = 6.0999 eV
2S+1 = 1
Charge = -1

Each line ends with the Löwdin charge.
Atoms and positions in Å:
C  1.750835  -4.361594  1.779601  -0.126
C  1.622824  -4.261603  0.300919  -0.234
C  1.385476  -2.901655  -0.567576  -0.348
C  -0.182498  -2.970621  -1.067202  -0.255
C  -1.040038  -4.076101  -0.185588  -0.630
O  -1.261938  -5.274694  -0.791325  -0.161
Br  -1.788090  -3.731014  1.652700  0.576
P  1.510588  -1.295729  0.466155  0.648
N  2.735640  -1.225908  1.521665  -0.269
O  0.012670  -0.875974  1.297712  -0.332
O  1.808715  0.024316  -0.673701  -0.313
H  2.430222  -3.705774  2.471486  0.035
H  1.153725  -5.240425  2.324761  0.041
H  1.646029  -5.287350  -0.307383  0.107
H  -0.163819  -3.349900  -2.198870  0.112
H  -0.685958  -1.897609  -1.072102  0.101
H  2.286440  -1.016531  2.460877  -0.039
H  0.284102  -0.276630  2.074993  0.075
H  2.816433  0.149094  -0.709882  0.069
C  -1.859793  5.051230  -0.056102  -0.091
C  -0.458933  4.460782  -0.055700  -0.283
O  -0.408651  3.118731  0.422428  -0.160
C  -1.169760  2.157199  -0.304910  -0.271
C  -0.753179  2.032409  -1.760684  -0.082
H  -2.288486  5.020913  0.953202  0.080
H  -1.835586  6.091356  -0.397784  0.072
H  -2.534598  4.499895  -0.713620  0.062
H  0.172060  5.055659  0.612264  0.115
H  -0.003337  4.525830  -1.048191  0.103
H  -2.238575  2.377789  -0.216893  0.102
H  -1.012787  1.192000  0.191048  0.098
H  -0.895246  2.966580  -2.308824  0.058
H  -1.341976  1.256880  -2.259820  0.078
H  0.307490  1.768449  -1.833655  0.065

Atomic forces in eV per Å
-0.128 -0.999 -2.324
0.218 0.860 2.977
-1.428 0.094 2.171
0.520 -0.009 -0.684
-0.651 -5.753 -5.375
1.128 7.607 4.569
0.580 -0.229 -1.510
1.389 -0.338 0.406
-2.098 0.322 0.323
2.323 0.929 -0.141
0.629 -1.506 1.099
-2.181 -0.560 -1.673
2.161 1.276 -1.444
-1.083 2.404 1.355
-0.565 0.418 2.660
0.914 -2.306 0.283
0.962 -0.410 -1.319
-0.479 -1.211 -1.847
-2.218 -0.564 0.442
-0.174 0.004 0.060
-0.074 -0.337 0.121
0.037 0.326 0.111
0.103 -0.205 -0.077
0.216 0.113 -0.110
0.108 0.031 -0.160
0.019 -0.099 0.061
0.052 0.055 -0.040
0.002 -0.264 0.031
-0.069 0.012 -0.094
-0.068 0.085 -0.066
0.142 0.306 0.035
-0.148 -0.005 -0.037
0.069 0.050 0.088
-0.206 -0.095 0.107

> Which value of 2S+1 does entry 4 give?

1

> Which value of charge does entry 5 give?

0

> 2S+1 of number 5 (C9H18BrNO)?

1